No. 1
C45H114N6O15 | ωB97M-V with the def2-TZVPD basis set

Properties
Net charge: 0
Gap between HOMO and LUMO: 8.958 eV
LUMO level: 0.40 eV
SMILES string: COCCNCCOC.COCCNCCOC.COCCNCCOC.COCCNCCOC.COCCNCCOC.COCCNCCOC.CC(C)O.CC(C)O.CC(C)O
E_tot: -3239.63284 Eh

Geometry (Å):
C: 1.73 1.05 5.40
C: 2.31 2.32 4.84
C: 1.75 2.80 3.55
O: 2.11 3.28 5.84
H: 1.81 0.23 4.69
H: 0.67 1.13 5.62
H: 2.31 0.68 6.25
H: 3.39 2.16 4.78
H: 2.14 3.75 3.20
H: 0.68 2.95 3.70
H: 1.82 2.10 2.71
H: 2.62 4.01 5.48
C: -0.78 -1.61 -1.29
C: 0.42 -1.39 -0.34
C: 0.82 0.09 -0.32
O: 0.10 -1.78 0.98
H: -1.57 -0.92 -1.00
H: -1.17 -2.62 -1.27
H: -0.55 -1.25 -2.30
H: 1.25 -2.03 -0.65
H: 1.14 0.46 -1.29
H: 1.57 0.24 0.45
H: -0.01 0.70 0.05
H: -0.35 -2.61 0.84
C: 1.87 1.63 -6.55
C: 0.82 0.65 -5.93
C: 0.41 1.00 -4.49
O: -0.36 0.50 -6.77
H: 1.92 1.41 -7.62
H: 2.85 1.37 -6.15
H: 1.57 2.66 -6.38
H: 1.30 -0.32 -5.88
H: 1.20 0.89 -3.75
H: -0.47 0.45 -4.14
H: 0.14 2.05 -4.54
H: -0.87 1.30 -6.67
C: 7.39 -7.65 -9.27
O: 7.93 -6.44 -8.69
C: 7.40 -6.20 -7.35
C: 7.94 -4.85 -6.85
N: 7.60 -4.51 -5.47
C: 6.15 -4.49 -5.12
C: 5.93 -3.91 -3.75
O: 4.50 -3.97 -3.46
C: 4.19 -3.36 -2.26
H: 6.30 -7.67 -9.25
H: 7.73 -8.51 -8.71
H: 7.71 -7.87 -10.29
H: 7.75 -6.99 -6.68
H: 6.32 -6.10 -7.43
H: 7.57 -4.07 -7.52
H: 9.02 -4.82 -7.03
H: 8.11 -3.75 -5.06
H: 5.68 -5.47 -5.22
H: 5.70 -3.86 -5.88
H: 6.41 -2.93 -3.66
H: 6.40 -4.58 -3.04
H: 4.52 -2.32 -2.20
H: 4.63 -3.90 -1.42
H: 3.11 -3.37 -2.11
C: 0.47 -1.90 9.56
O: 0.10 -2.28 8.22
C: 1.17 -2.42 7.32
C: 0.72 -2.73 5.88
N: 2.02 -2.77 5.11
C: 1.81 -3.00 3.66
C: 3.21 -3.11 3.03
O: 3.93 -1.92 2.99
C: 3.52 -1.19 1.85
H: 0.93 -0.91 9.55
H: 1.14 -2.61 10.03
H: -0.38 -1.79 10.22
H: 1.90 -3.13 7.73
H: 1.61 -1.42 7.37
H: 0.10 -1.88 5.61
H: 0.13 -3.65 5.85
H: 2.64 -3.46 5.49
H: 1.14 -2.26 3.22
H: 1.31 -3.96 3.62
H: 3.19 -3.68 2.10
H: 3.80 -3.77 3.67
H: 4.17 -0.33 1.70
H: 2.54 -0.77 2.07
H: 3.39 -1.77 0.93
C: -0.97 -5.17 0.02
O: -1.55 -4.24 0.89
C: -2.97 -3.91 0.63
C: -3.38 -2.82 1.64
N: -4.80 -2.67 1.84
C: -5.50 -2.14 0.68
C: -5.34 -0.64 0.53
O: -4.19 -0.44 -0.29
C: -3.81 0.95 -0.10
H: -1.32 -4.97 -0.99
H: -1.45 -6.11 0.31
H: 0.11 -5.23 0.16
H: -3.59 -4.79 0.82
H: -3.14 -3.55 -0.39
H: -2.98 -1.84 1.39
H: -3.01 -3.03 2.64
H: -4.80 -1.96 2.55
H: -6.56 -2.41 0.64
H: -5.16 -2.76 -0.15
H: -5.21 -0.19 1.52
H: -6.19 -0.14 0.07
H: -2.94 1.09 -0.75
H: -3.73 1.43 0.87
H: -4.55 1.50 -0.68
C: -6.10 -0.27 -4.72
O: -4.78 -0.62 -5.02
C: -4.00 -0.84 -3.84
C: -4.33 -2.20 -3.20
N: -3.68 -3.39 -3.81
C: -3.88 -4.65 -3.12
C: -2.89 -5.79 -3.57
O: -2.82 -6.76 -2.52
C: -2.19 -8.00 -2.88
H: -6.66 -0.18 -5.66
H: -6.29 0.55 -4.04
H: -6.62 -1.13 -4.30
H: -4.09 0.04 -3.20
H: -2.98 -0.80 -4.23
H: -5.40 -2.37 -3.08
H: -3.87 -2.14 -2.21
H: -3.82 -3.54 -4.80
H: -4.90 -4.94 -3.35
H: -3.87 -4.53 -2.04
H: -1.88 -5.45 -3.78
H: -3.23 -6.18 -4.53
H: -2.10 -8.66 -2.01
H: -1.16 -7.87 -3.21
H: -2.72 -8.50 -3.68
C: 1.72 3.66 -0.29
O: 1.22 4.94 -0.61
C: 1.97 5.58 -1.59
C: 1.30 6.94 -1.85
N: 1.23 7.84 -0.69
C: 0.23 8.89 -0.78
C: 0.22 9.73 0.59
O: -0.11 8.85 1.60
C: -0.59 9.43 2.83
H: 1.83 3.11 -1.22
H: 0.95 3.22 0.35
H: 2.61 3.60 0.34
H: 2.00 4.90 -2.44
H: 3.03 5.72 -1.39
H: 0.28 6.72 -2.17
H: 1.82 7.36 -2.71
H: 1.05 7.37 0.18
H: -0.78 8.53 -0.95
H: 0.52 9.56 -1.59
H: -0.50 10.52 0.41
H: 1.20 10.19 0.78
H: -0.96 8.67 3.53
H: -1.34 10.18 2.57
H: 0.23 9.98 3.29
C: -5.00 9.33 5.25
O: -4.23 8.17 5.69
C: -4.00 7.15 4.68
C: -3.12 6.02 5.26
N: -3.19 4.86 4.39
C: -2.21 3.76 4.66
C: -2.38 2.61 3.67
O: -1.38 1.60 3.86
C: -1.45 0.47 3.07
H: -4.44 9.85 4.48
H: -5.16 9.97 6.12
H: -5.93 9.02 4.79
H: -3.52 7.64 3.83
H: -5.03 6.91 4.40
H: -3.55 5.80 6.23
H: -2.09 6.28 5.51
H: -3.00 5.16 3.44
H: -2.39 3.36 5.66
H: -1.21 4.20 4.75
H: -2.14 2.89 2.65
H: -3.33 2.09 3.73
H: -1.33 0.86 2.06
H: -2.33 -0.12 3.30
H: -0.53 -0.11 3.18

No. 2
C45H117N5O19 | ωB97M-V with the def2-TZVPD basis set

Properties
Net charge: 0
Gap between HOMO and LUMO: 8.559 eV
LUMO level: 0.29 eV
SMILES string: COCCNCCOC.COCCNCCOC.COCCNCCOC.COCCNCCOC.COCCNCCOC.CC(C)O.CC(C)O.CC(C)O.OCCO.OCCO.OCCO
E_tot: -3487.65066 Eh

Geometry (Å):
C: 0.62 0.72 0.01
C: 0.79 0.02 -1.34
O: 1.67 -1.10 -1.22
O: 1.63 1.59 0.26
H: 0.57 0.10 0.90
H: -0.31 1.29 -0.02
H: 1.19 0.61 -2.16
H: -0.17 -0.39 -1.65
H: 2.45 -0.71 -0.83
H: 1.55 2.31 -0.37
C: 3.42 2.66 3.24
C: 4.49 2.33 2.21
O: 5.38 1.44 2.82
O: 2.43 1.68 3.14
H: 2.94 3.61 2.97
H: 3.82 2.76 4.24
H: 5.08 3.20 1.95
H: 3.99 2.02 1.29
H: 5.00 0.57 2.95
H: 2.29 1.60 2.20
C: 0.59 2.15 -4.62
C: 1.93 1.43 -4.90
O: 2.55 1.97 -6.06
O: -0.45 1.49 -5.40
H: 0.80 3.16 -4.96
H: 0.39 2.13 -3.55
H: 1.89 0.34 -4.95
H: 2.66 1.63 -4.12
H: 1.90 1.88 -6.76
H: -1.31 1.86 -5.20
C: -3.97 -0.27 -0.96
O: -2.98 -0.19 -2.01
C: -2.44 1.11 -2.22
C: -3.25 2.00 -3.21
N: -3.37 1.36 -4.50
C: -4.50 1.89 -5.30
C: -4.37 3.32 -5.80
O: -3.13 3.65 -6.45
C: -2.70 2.81 -7.45
H: -4.81 0.41 -1.10
H: -3.42 -0.08 -0.04
H: -4.43 -1.25 -0.80
H: -1.41 1.06 -2.57
H: -2.38 1.66 -1.28
H: -2.70 2.94 -3.29
H: -4.23 2.18 -2.76
H: -3.52 0.36 -4.47
H: -5.51 1.68 -4.92
H: -4.52 1.15 -6.10
H: -4.54 4.11 -5.08
H: -5.12 3.52 -6.56
H: -1.89 3.24 -8.04
H: -3.48 2.61 -8.18
H: -2.43 1.84 -7.03
C: -1.64 -1.41 2.38
O: -2.70 -2.34 2.33
C: -2.52 -3.45 1.40
C: -3.76 -4.41 1.36
N: -3.92 -5.23 2.52
C: -4.33 -4.53 3.71
C: -4.64 -5.50 4.94
O: -5.71 -6.42 4.66
C: -5.96 -7.26 5.80
H: -1.70 -0.74 3.23
H: -1.63 -0.87 1.43
H: -0.64 -1.82 2.48
H: -1.69 -4.08 1.69
H: -2.25 -3.09 0.41
H: -3.70 -5.01 0.46
H: -4.73 -3.90 1.33
H: -4.43 -6.10 2.40
H: -5.22 -4.00 3.40
H: -3.52 -3.91 4.09
H: -4.79 -4.93 5.86
H: -3.71 -6.06 5.07
H: -6.15 -6.72 6.73
H: -5.18 -8.00 5.98
H: -6.83 -7.87 5.57
C: 6.88 -2.30 6.66
O: 5.81 -2.26 5.74
C: 5.16 -1.06 5.53
C: 4.17 -1.21 4.35
N: 5.04 -1.32 3.16
C: 4.16 -1.42 1.94
C: 4.88 -0.92 0.63
O: 4.00 -0.36 -0.29
C: 4.57 0.10 -1.51
H: 7.71 -1.73 6.23
H: 7.21 -3.32 6.84
H: 6.53 -1.92 7.61
H: 5.84 -0.21 5.47
H: 4.56 -0.89 6.43
H: 3.55 -0.32 4.26
H: 3.58 -2.12 4.45
H: 5.54 -2.19 3.31
H: 3.27 -0.82 2.12
H: 3.73 -2.42 1.90
H: 5.36 -1.83 0.28
H: 5.66 -0.19 0.85
H: 3.80 0.45 -2.20
H: 5.12 -0.64 -2.09
H: 5.17 0.99 -1.29
C: 0.75 4.78 1.46
O: 0.11 5.73 2.35
C: 0.24 5.35 3.73
C: -0.34 6.49 4.57
N: -1.79 6.37 4.69
C: -2.34 7.63 5.14
C: -3.85 7.62 5.06
O: -4.28 7.51 3.73
C: -5.73 7.46 3.64
H: 0.58 5.09 0.43
H: 0.37 3.76 1.54
H: 1.83 4.61 1.46
H: 1.29 5.18 3.93
H: -0.29 4.40 3.85
H: -0.03 7.47 4.19
H: -0.03 6.46 5.62
H: -2.17 6.02 3.82
H: -2.05 8.53 4.60
H: -2.01 7.81 6.16
H: -4.37 8.43 5.58
H: -4.28 6.78 5.60
H: -6.11 6.44 3.51
H: -6.03 8.06 2.79
H: -6.17 7.77 4.59
C: 5.22 -8.50 -3.12
O: 3.88 -8.44 -2.71
C: 3.44 -9.61 -2.04
C: 1.99 -9.43 -1.61
N: 2.02 -8.20 -0.80
C: 0.64 -7.83 -0.44
C: 0.58 -6.35 0.01
O: 0.92 -5.55 -1.10
C: 1.02 -4.18 -0.91
H: 5.51 -7.46 -3.30
H: 5.16 -9.05 -4.06
H: 5.94 -8.86 -2.39
H: 4.16 -9.78 -1.23
H: 3.54 -10.45 -2.74
H: 1.75 -10.25 -0.94
H: 1.40 -9.42 -2.52
H: 2.43 -7.51 -1.41
H: 0.30 -8.38 0.44
H: -0.16 -7.83 -1.17
H: 1.23 -6.03 0.83
H: -0.41 -6.15 0.41
H: 1.64 -3.81 -0.10
H: 0.05 -3.79 -0.64
H: 1.40 -3.68 -1.81
C: 3.62 4.57 -3.09
C: 3.35 3.67 -1.84
C: 3.71 4.42 -0.58
O: 1.97 3.54 -1.73
H: 4.56 5.12 -3.20
H: 2.88 5.35 -3.22
H: 3.57 3.90 -3.95
H: 3.87 2.71 -1.84
H: 4.77 4.68 -0.61
H: 3.49 3.73 0.23
H: 3.17 5.36 -0.51
H: 1.66 4.45 -1.82
C: -4.38 5.72 0.60
C: -3.86 4.40 0.10
C: -3.01 3.66 1.03
O: -4.94 3.64 -0.31
H: -3.59 6.11 1.24
H: -5.25 5.52 1.22
H: -4.56 6.44 -0.20
H: -3.34 4.65 -0.82
H: -2.07 4.17 1.22
H: -2.82 2.65 0.66
H: -3.42 3.60 2.04
H: -5.27 4.08 -1.10
C: -0.73 -1.61 -4.33
C: -0.05 -2.88 -4.97
C: -0.95 -3.67 -5.88
O: 1.03 -2.52 -5.70
H: -1.49 -1.81 -3.57
H: -1.18 -0.95 -5.07
H: 0.09 -1.03 -3.91
H: 0.32 -3.55 -4.19
H: -0.49 -4.57 -6.26
H: -1.35 -3.00 -6.65
H: -1.76 -3.98 -5.22
H: 0.94 -1.63 -6.05